Record 1
{
  "formula": "C2H4O4S",
  "method": "wB97M-V/def2-TZVPD",
  "lumo_ev": 0.68,
  "homo_ev": -11.30,
  "charge": 0,
  "orbital_gap_ev": 11.977,
  "symbols": ["C", "C", "O", "O", "O", "O", "S", "H", "H", "H", "H"],
  "coordinates": [[-0.8064, -0.9161, 0.2313], [-0.4052, 0.3751, -0.5464], [1.6454, 0.9230, 1.0120], [2.2330, -0.4208, -1.0021], [0.5023, -1.3247, 0.6749], [-0.8236, 1.5499, -0.0312], [1.2792, 0.0061, 0.0394], [-1.5870, -0.8166, 1.1025], [-1.3339, -1.7428, -0.3034], [-0.4929, 0.4196, -1.7406], [-0.2109, 1.9473, 0.5637]],
  "forces_ev_per_angstrom": [[-2.74, -0.93, 0.77], [0.34, -0.67, -1.93], [0.94, 2.05, 2.49], [-1.91, 0.81, 2.37], [0.66, 1.00, -0.23], [-1.94, 0.84, -0.69], [0.57, -4.15, -4.84], [1.93, 0.73, -1.18], [1.05, 0.62, -0.40], [0.14, -0.59, 2.71], [0.96, 0.29, 0.95]]
}



Record 2
{
  "formula": "C2H4O4S",
  "method": "wB97M-V/def2-TZVPD",
  "lumo_ev": [-1.06, -1.01],
  "homo_ev": [-8.50, -10.72],
  "charge": 0,
  "orbital_gap_ev": [7.438, 9.710],
  "symbols": ["C", "C", "O", "O", "O", "O", "S", "H", "H", "H", "H"],
  "coordinates": [[-1.9393, -0.7692, 0.3508], [-0.9772, -0.2611, -0.3959], [1.6114, -0.8562, -1.3197], [0.9128, -1.7646, 0.8950], [1.5222, 2.1606, -0.2957], [1.4942, 1.4730, 0.8701], [0.7786, -0.7739, -0.1451], [-3.0738, -0.8062, 0.3699], [-1.5587, -1.2275, 1.2752], [-1.2534, 0.2431, -1.2816], [2.4831, 2.5819, -0.3230]],
  "forces_ev_per_angstrom": [[-0.15, -0.90, 2.63], [-0.51, -1.31, -0.75], [-1.01, 0.00, -0.45], [-0.77, -0.13, -0.22], [2.60, 1.41, 0.53], [-0.45, -0.48, -0.81], [0.76, 1.68, 1.49], [1.65, 0.81, -0.88], [-0.23, -0.37, -0.37], [0.63, 0.69, -1.07], [-2.53, -1.40, -0.09]]
}



Record 3
{
  "formula": "C2H4OP2",
  "method": "wB97M-V/def2-TZVPD",
  "lumo_ev": 0.36,
  "homo_ev": -9.09,
  "charge": 0,
  "orbital_gap_ev": 9.454,
  "smiles": "C#CP(O)#[PH2]",
  "symbols": ["C", "C", "P", "O", "P", "H", "H", "H", "H"],
  "coordinates": [[-2.4635, -0.1914, -0.0654], [-1.4104, 0.1936, 0.4139], [0.5106, 0.8454, 0.8071], [0.6935, 1.7818, -0.6039], [1.4667, -1.0352, 0.0313], [-3.4837, -0.1897, -0.3747], [0.2702, 1.2518, -1.4134], [1.6133, -1.9448, 1.0827], [2.8034, -0.7117, 0.1224]],
  "forces_ev_per_angstrom": [[0.88, 1.18, 0.76], [2.17, 0.11, -0.07], [-2.47, -0.04, -1.44], [-1.46, -2.82, -1.13], [-0.76, -0.48, -1.18], [0.01, -0.46, -0.10], [1.38, 1.70, 2.41], [-0.45, 0.10, 0.61], [0.70, 0.71, 0.14]]
}



Record 4
{
  "formula": "C2H4OS",
  "method": "wB97M-V/def2-TZVPD",
  "lumo_ev": [0.68, -3.31],
  "homo_ev": [-7.73, -9.46],
  "charge": 0,
  "multiplicity": 3,
  "orbital_gap_ev": [8.406, 6.156],
  "symbols": ["C", "C", "O", "S", "H", "H", "H", "H"],
  "coordinates": [[-0.8882, -0.4533, -0.0410], [-0.0763, 0.4432, -0.8306], [-1.1271, -1.6400, -0.3373], [1.7974, 0.2416, 0.6535], [-0.9135, -0.2627, 1.0810], [0.4307, 0.0905, -1.6399], [-0.1723, 1.4194, -0.4987], [0.9493, 0.1613, 1.6129]],
  "forces_ev_per_angstrom": [[1.38, -2.59, 0.44], [-3.04, -1.04, 2.38], [-0.13, 1.47, -0.13], [2.65, -0.02, -0.55], [-0.94, 0.74, -0.95], [0.96, -0.51, -2.38], [0.24, 2.02, -0.15], [-1.12, -0.07, 1.34]]
}



Record 5
{
  "formula": "C2H4OS2",
  "method": "wB97M-V/def2-TZVPD",
  "lumo_ev": -0.64,
  "homo_ev": -8.99,
  "charge": 0,
  "orbital_gap_ev": 8.352,
  "smiles": "OCC(=S)S",
  "symbols": ["O", "C", "C", "S", "S", "H", "H", "H", "H"],
  "coordinates": [[-1.5441, -0.5664, -0.2482], [-0.2702, -0.8740, 0.2610], [0.7905, 0.3117, -0.0489], [2.4310, 0.1118, -0.1308], [-0.2880, 1.8323, -0.0399], [-1.3477, -0.6573, -1.2012], [-0.4799, -0.9808, 1.4927], [-0.1147, -1.8551, -0.2967], [0.8232, 2.6777, 0.2121]],
  "forces_ev_per_angstrom": [[0.04, 0.75, -1.18], [0.00, -0.71, 1.81], [-0.98, -0.74, 1.08], [-2.23, 0.49, 0.00], [2.97, -0.29, 0.32], [-1.08, 0.29, 0.35], [1.24, 0.15, -3.40], [1.34, 0.97, 1.52], [-1.29, -0.90, -0.49]]
}



Record 6
{
  "formula": "C2H4OS2",
  "method": "wB97M-V/def2-TZVPD",
  "lumo_ev": [-1.83, -1.82],
  "homo_ev": [-8.06, -8.06],
  "charge": 0,
  "orbital_gap_ev": [6.237, 6.241],
  "symbols": ["C", "C", "O", "S", "S", "H", "H", "H", "H"],
  "coordinates": [[-0.5151, 1.7444, 0.6782], [-0.5770, 0.7194, 1.4559], [0.0325, -1.5537, -1.4026], [1.7866, -2.0158, -1.1539], [-0.9997, -1.8647, -0.2499], [-0.2354, 2.7481, 0.9973], [-0.7163, 1.5849, -0.4086], [-0.6257, 0.6429, 2.5371], [1.8500, -2.0055, -2.4535]],
  "forces_ev_per_angstrom": [[-0.10, -0.20, -2.00], [-0.57, -1.26, -0.03], [2.05, -0.06, -0.32], [-1.97, 0.47, 0.64], [-0.38, 1.46, 2.05], [-0.18, -0.07, 0.16], [0.39, 0.38, 0.80], [0.23, -0.61, -0.18], [0.52, -0.10, -1.11]]
}



Record 7
{
  "formula": "C2H4OS2",
  "method": "wB97M-V/def2-TZVPD",
  "lumo_ev": -0.76,
  "homo_ev": -9.94,
  "charge": 0,
  "orbital_gap_ev": 9.179,
  "smiles": "CSSC=O",
  "symbols": ["C", "S", "S", "C", "O", "H", "H", "H", "H"],
  "coordinates": [[1.0688, -1.2041, 0.1469], [1.3143, 0.6699, 0.1868], [-0.6301, 1.2789, 1.2601], [-1.4853, 1.4200, -0.2953], [-2.5673, 1.8601, -0.4693], [1.9052, -1.7937, -0.2267], [0.3246, -1.6048, -0.5456], [0.8991, -1.7004, 1.1158], [-0.8294, 1.0742, -1.1727]],
  "forces_ev_per_angstrom": [[-0.07, -0.64, 0.11], [-2.09, -1.41, 1.43], [2.34, -0.81, -1.38], [1.22, -0.41, -1.60], [-1.00, 0.31, 0.41], [0.94, 0.92, -0.05], [-0.59, 0.91, 0.11], [-0.17, 0.90, -0.04], [-0.58, 0.24, 1.01]]
}



Record 8
{
  "formula": "C2H4OS2",
  "method": "wB97M-V/def2-TZVPD",
  "lumo_ev": -0.01,
  "homo_ev": -9.08,
  "charge": 0,
  "orbital_gap_ev": 9.065,
  "smiles": "OC(=S)CS",
  "symbols": ["O", "C", "S", "C", "S", "H", "H", "H", "H"],
  "coordinates": [[-1.6412, 0.8428, -0.3634], [-0.7036, -0.0450, 0.0047], [-1.1258, -1.6310, -0.0914], [0.6560, 0.5241, 0.2446], [2.1245, -0.5843, -0.3008], [-2.5225, 0.4404, -0.5529], [0.7989, 0.7555, 1.2659], [0.7906, 1.3884, -0.4483], [1.6229, -1.6910, 0.2417]],
  "forces_ev_per_angstrom": [[0.28, 1.11, 0.37], [-1.58, -1.69, -1.50], [0.51, 0.25, 0.59], [1.12, -0.40, -2.30], [-1.28, 0.98, 0.45], [1.14, -0.20, 0.34], [0.11, 0.52, 0.99], [-0.23, -0.31, 0.96], [-0.06, -0.26, 0.10]]
}



Record 9
{
  "formula": "C2H4OS2",
  "method": "wB97M-V/def2-TZVPD",
  "lumo_ev": [-0.81, -0.81],
  "homo_ev": [-8.55, -8.55],
  "charge": 0,
  "orbital_gap_ev": [7.741, 7.737],
  "symbols": ["C", "C", "O", "S", "S", "H", "H", "H", "H"],
  "coordinates": [[0.1408, -1.2671, -0.0638], [-0.2110, 0.0373, 0.3082], [-1.1969, -0.8242, 0.2799], [0.3733, 1.0759, 1.6423], [-0.2675, 1.4069, -1.9341], [0.3845, -1.3767, -1.1056], [0.7043, -2.0173, 0.5506], [-0.8415, 1.0480, 1.9954], [0.9139, 1.9174, -1.6729]],
  "forces_ev_per_angstrom": [[2.12, -2.01, -0.89], [1.68, 3.31, -1.00], [-0.86, -0.54, 0.37], [0.98, -0.85, -1.59], [-0.69, -1.52, 1.92], [-0.58, -0.25, -0.44], [-1.10, 0.98, 0.08], [-2.25, 0.57, 1.36], [0.71, 0.31, 0.18]]
}



Record 10
{
  "formula": "C2H4OSe",
  "method": "wB97M-V/def2-TZVPD",
  "lumo_ev": [0.07, 0.15],
  "homo_ev": [-8.26, -7.75],
  "charge": 0,
  "orbital_gap_ev": [8.330, 7.900],
  "symbols": ["C", "C", "O", "Se", "H", "H", "H", "H"],
  "coordinates": [[-0.9248, 1.2288, 0.2002], [0.1369, -1.2226, 0.3505], [-0.0225, 1.9591, 0.0075], [1.8441, -0.4378, -0.0396], [-1.9723, 1.5449, 0.0525], [-0.3432, -1.2702, 1.3205], [-0.3334, -1.8285, -0.4273], [1.6152, 0.0264, -1.4643]],
  "forces_ev_per_angstrom": [[0.89, -0.24, -0.44], [-0.20, 1.05, -1.18], [-0.43, -0.19, 0.19], [-0.61, -0.47, -0.01], [-0.43, -0.10, 0.16], [0.77, 0.08, 0.17], [0.20, 0.36, 0.19], [-0.17, -0.48, 0.92]]
}



Record 11
{
  "formula": "C2H4OSi",
  "method": "wB97M-V/def2-TZVPD",
  "lumo_ev": [-0.28, -0.28],
  "homo_ev": [-9.15, -9.14],
  "charge": 0,
  "orbital_gap_ev": [8.862, 8.861],
  "smiles": "O=C=C[SiH3]",
  "symbols": ["O", "C", "C", "Si", "H", "H", "H", "H"],
  "coordinates": [[-1.1692, -2.5366, -0.5348], [-0.9859, -1.5584, 0.0687], [-0.9739, 0.1537, 0.2550], [0.8100, 0.7128, -0.0753], [-1.3793, 0.3105, 1.2598], [0.9011, 0.5557, -1.5566], [2.0459, 0.1611, 0.6334], [0.7513, 2.2012, -0.0502]],
  "forces_ev_per_angstrom": [[0.58, 2.37, 2.00], [-0.66, 2.69, -1.80], [0.60, -4.92, 0.22], [-0.19, 0.28, -0.91], [-0.01, -0.07, -0.06], [0.40, -0.45, 0.24], [-0.78, 0.27, -0.25], [0.06, -0.17, 0.57]]
}



Record 12
{
  "formula": "C2H4P2",
  "method": "wB97M-V/def2-TZVPD",
  "lumo_ev": 0.61,
  "homo_ev": -8.39,
  "charge": 0,
  "orbital_gap_ev": 8.997,
  "smiles": "C1P2#P1C2",
  "symbols": ["C", "P", "P", "C", "H", "H", "H", "H"],
  "coordinates": [[0.9729, 0.9522, 0.3028], [-0.5425, 1.2420, -0.8026], [0.7980, -0.2226, -1.5951], [-0.8384, -0.6217, -0.9523], [1.8647, 1.5561, 0.1936], [0.8665, 0.1427, 1.1874], [-0.6759, -1.0894, 0.0302], [-1.7349, -0.9064, -1.5397]],
  "forces_ev_per_angstrom": [[-1.99, -4.08, -1.05], [0.68, 0.21, 0.53], [1.13, 1.26, 0.65], [-0.13, 0.38, 1.80], [-0.16, 0.14, 0.29], [0.45, 2.17, -2.10], [-0.90, -0.14, -0.40], [0.93, 0.07, 0.28]]
}



Total energy values, unit Eh, following the record order: -777.6824 -777.4962 -836.4426 -551.8573 -950.1465 -949.9781 -950.1826 -950.1960 -950.0706 -2555.1109 -443.2093 -761.2288.